Below is C29H34CrN3O5SSi2 as an isolated structure, with properties calculated with ωB97M-V/def2-TZVPD.

Properties
LUMO (alpha / beta) ... 2.389 / 2.309 eV
Energy above the lowest of the compared OMol25 structures with the same formula, charge and spin ... 0.0 kcal per mole
Total charge ... -1
Orbital gap (alpha / beta) ... 5.968 / 6.280 eV
Multiplicity ... 5
<S²> ... 6.06

Each line ends with the Mulliken charge.
CARTESIAN COORDINATES (ANGSTROEM)
Cr1 0.72474 1.18639 -0.37462  -0.4859
O1 1.67389 2.01276 3.66782  -0.5675
C1 1.27649 2.06461 2.37283  -0.0425
O2 1.95147 1.48994 1.49732  -0.5608
C2 0.11518 2.81655 2.08206  -0.0892
C3 -0.60013 3.61798 3.00146  -0.8163
C4 -1.50787 4.52349 2.54083  -0.9074
C5 -1.67704 4.67459 1.13003  -0.9629
C6 -1.01396 3.79550 0.30736  0.8134
N1 -0.20961 2.82421 0.74053  1.3765
C7 -1.02880 3.87634 -1.19304  0.0925
O3 -1.95722 4.66083 -1.77500  -0.5430
O4 -0.22499 3.27489 -1.84858  -0.2330
H1 2.44602 1.43223 3.67793  0.3630
H2 -0.39189 3.52091 4.05842  0.5093
H3 -2.05716 5.15687 3.22396  0.3960
H4 -2.27809 5.49122 0.75309  0.3160
H5 -2.57235 4.96797 -1.09865  0.3148
C8 4.71539 2.08515 -2.64602  -1.3258
Si1 3.74734 1.77341 -1.05383  0.4176
C9 3.23017 3.49384 -0.47632  -0.9648
C10 4.92508 1.02682 0.22373  -1.2637
N2 2.33096 0.81315 -1.33892  0.8381
C11 2.14732 -0.08111 -2.38905  0.3686
C12 3.15115 -0.74674 -3.08420  -0.7215
C13 2.84727 -1.61453 -4.12999  -0.7927
C14 1.52351 -1.83778 -4.47023  -1.0399
C15 0.50470 -1.21477 -3.75642  -0.4941
C16 0.78863 -0.33746 -2.70586  0.7854
N3 -0.14155 0.30007 -1.90402  0.6819
Si2 -1.84097 0.06489 -2.07761  -0.1708
C17 -2.35837 -1.72630 -1.78587  -0.9488
C18 -2.47397 0.61345 -3.77251  -1.2529
C19 -2.79540 1.10205 -0.82690  -0.8465
H6 5.33271 2.97680 -2.50117  0.4119
H7 4.04711 2.26554 -3.49016  0.3301
H8 5.38296 1.26795 -2.91955  0.3216
H9 4.08116 4.17258 -0.59039  0.5079
H10 2.91610 3.52023 0.56664  0.1430
H11 2.41192 3.88050 -1.08957  0.1714
H12 5.92651 0.87126 -0.18507  0.3840
H13 4.53635 0.06242 0.55556  0.2742
H14 5.01006 1.66623 1.10443  0.3017
H15 4.18518 -0.60606 -2.79744  0.3388
H16 3.64796 -2.11550 -4.66091  0.3567
H17 1.26974 -2.51097 -5.28088  0.3688
H18 -0.52389 -1.42382 -4.02137  0.1249
H19 -2.00429 -2.40165 -2.56629  0.3475
H20 -3.44812 -1.80771 -1.73603  0.3561
H21 -1.94213 -2.06815 -0.83488  0.1421
H22 -2.30723 -0.11854 -4.56395  0.3433
H23 -1.97341 1.54076 -4.06194  0.3243
H24 -3.54890 0.81107 -3.72272  0.3588
H25 -2.31548 1.15586 0.15071  0.0678
H26 -3.77397 0.63279 -0.68422  0.5384
H27 -2.98062 2.11217 -1.19865  0.2124
C20 -2.49728 -6.75570 2.62146  -0.8107
C21 -3.03361 -6.79222 4.02874  0.6180
O5 -3.51383 -7.78663 4.51359  -0.5725
S1 -2.93617 -5.34924 5.07444  -0.1453
C22 -2.25636 -4.07106 4.05043  -0.5546
C23 -3.08771 -3.23697 3.30988  -0.2607
C24 -2.55048 -2.25395 2.49877  -0.3332
C25 -1.16530 -2.06538 2.41965  0.1177
C26 -0.33817 -2.89526 3.19044  -0.6683
C27 -0.87739 -3.88283 3.99372  -0.1351
C28 -0.60349 -1.06586 1.57314  0.5342
C29 -0.11940 -0.21444 0.84991  -0.4080
H28 -3.16570 -7.34696 1.99777  0.3102
H29 -1.52235 -7.24683 2.63361  0.2351
H30 -2.37823 -5.75655 2.21725  0.2661
H31 -4.16145 -3.36941 3.36306  0.4020
H32 -3.19709 -1.61639 1.91010  0.5245
H33 0.73278 -2.75350 3.13702  0.4971
H34 -0.22845 -4.52598 4.57511  0.4144

=====

Below is C29H34CrN4O2S6 as an isolated structure in a non-equilibrium geometry, with properties calculated with ωB97M-V/def2-TZVPD.

Properties
LUMO (alpha / beta) ... -3.564 / -3.076 eV
Total charge ... +1
Orbital gap (alpha / beta) ... 6.789 / 7.317 eV
Multiplicity ... 2
<S²> ... 0.76

Each line ends with the Mulliken charge.
CARTESIAN COORDINATES (ANGSTROEM)
Cr1 0.15084 -0.15243 0.34428  -0.6141
C1 0.35844 -3.39873 2.63208  -0.8185
C2 -0.68686 -2.97063 3.64948  -0.3408
S1 -0.36276 -1.34593 4.45078  -0.1000
C3 -2.06286 -0.72903 4.77688  -0.4839
C4 -2.16536 0.77907 4.64788  -0.9653
S2 -1.77886 1.50397 3.01198  0.0315
C5 -3.34076 1.39137 2.06228  -0.9559
C6 -3.49036 0.09717 1.26078  -0.6501
S3 -2.03016 -0.95153 1.57608  0.3075
C7 -2.46746 -2.50973 0.71888  -1.1974
C8 -1.22506 -3.28543 0.28638  -0.7600
S4 0.37444 -2.67523 0.91998  0.0853
H1 0.23154 -4.46703 2.44868  0.5758
H2 1.36404 -3.23053 3.01518  0.3927
H3 -0.70086 -3.72093 4.44238  0.6112
H4 -1.67986 -2.91963 3.21488  0.0060
H5 -2.33146 -1.00403 5.79818  0.5404
H6 -2.72906 -1.23933 4.08568  0.2752
H7 -1.45666 1.26477 5.31668  0.4442
H8 -3.16996 1.10247 4.91448  0.4905
H9 -3.30576 2.25257 1.39708  0.3349
H10 -4.15906 1.53077 2.76518  0.5356
H11 -3.54316 0.27717 0.18618  0.1013
H12 -4.36896 -0.46963 1.57298  0.7931
H13 -3.05256 -2.25513 -0.16382  0.6056
H14 -3.07426 -3.10103 1.40738  0.6780
H15 -1.13056 -3.21803 -0.79862  0.1966
H16 -1.29716 -4.33083 0.58338  0.6431
N1 1.22674 0.23707 2.08148  0.5967
C9 2.65684 0.11757 2.05358  0.1762
C10 3.31774 -0.61243 3.02788  -0.2725
C11 4.70164 -0.66353 3.04338  -0.8776
C12 5.42384 0.06887 2.11538  -0.7833
C13 4.76494 0.80457 1.14728  -1.0237
C14 3.37304 0.81237 1.07638  0.6039
C15 2.70554 1.40607 -0.08962  0.5426
C16 3.17294 2.60457 -0.63102  -0.6566
C17 2.71284 3.05247 -1.85362  -1.1173
C18 1.88424 2.23097 -2.60152  -0.5915
C19 1.39144 1.06567 -2.03602  0.5943
C20 1.68984 0.67677 -0.73222  0.3773
H17 0.86314 -0.27873 2.89508  -0.5816
H18 1.00224 1.22067 2.25378  0.3368
H19 2.74874 -1.12873 3.78768  0.4564
H20 5.21454 -1.24993 3.78988  0.4421
H21 6.50264 0.05197 2.13528  0.4068
H22 5.33244 1.36957 0.42358  0.5219
H23 3.87484 3.19997 -0.06462  0.5870
H24 3.01614 4.01737 -2.22942  0.4184
H25 1.59154 2.51377 -3.60262  0.5279
H26 0.72624 0.45757 -2.63122  -0.0028
N2 1.26564 0.10487 -7.17082  -0.4917
C21 0.44324 -0.07763 -6.10612  1.0122
C22 -0.55956 0.86237 -5.81732  -0.9245
C23 -1.39066 0.69077 -4.73212  -0.3662
C24 -1.22616 -0.41783 -3.92102  -0.5014
C25 -0.23526 -1.35323 -4.17602  -0.4441
C26 0.59904 -1.18713 -5.25872  -0.7134
S5 -2.20816 -0.60313 -2.47512  1.1354
O1 -3.37546 0.23537 -2.50432  -0.7339
O2 -2.38566 -2.00253 -2.18932  -0.8343
N3 -1.25576 -0.02323 -1.23492  0.2864
C27 -1.32056 1.27327 -0.97532  0.2228
S6 -2.15266 2.54587 -1.79282  -0.1119
C28 -1.39576 3.67587 -0.69752  -0.7504
C29 -0.61396 3.03747 0.19898  -1.1197
N4 -0.59326 1.68637 0.05098  0.7037
H27 1.02894 0.79487 -7.86322  0.2099
H28 1.85244 -0.65583 -7.46762  0.2098
H29 -0.67406 1.71757 -6.46542  0.3752
H30 -2.17996 1.39037 -4.50672  0.5940
H31 -0.14216 -2.20343 -3.51952  0.4628
H32 1.37654 -1.90723 -5.46732  0.3549
H33 -1.58746 4.72467 -0.77512  0.5624
H34 -0.03256 3.49237 0.98378  0.4183

=====

Below is C29H34F5N2OS2Sb2Ta as an isolated structure, with properties calculated with ωB97M-V/def2-TZVPD.

Properties
LUMO ... -13.801 eV
Energy above the lowest of the compared OMol25 structures with the same formula, charge and spin ... 0.0 kcal per mole
Total charge ... +4
Orbital gap ... 4.559 eV

Each line ends with the Mulliken charge.
CARTESIAN COORDINATES (ANGSTROEM)
Ta1 1.32808 -0.65147 0.50543  1.0602
C1 -1.16919 -0.89490 3.80945  -1.2402
Sb1 -0.92859 -1.77991 1.90168  0.8244
C2 -2.71542 -1.40906 0.84225  -1.1398
C3 -0.83284 -3.93617 2.13188  -1.3159
C4 -1.66140 -4.59456 1.07776  0.5998
C5 -3.01213 -4.82558 1.34372  -0.5540
C6 -3.83402 -5.42632 0.40561  -0.7493
C7 -3.30905 -5.80467 -0.82334  -0.7258
C8 -1.96667 -5.59042 -1.09523  -0.5967
C9 -1.12607 -4.99052 -0.15930  0.6298
C10 0.32644 -4.83304 -0.49781  -1.4836
Sb2 0.77830 -2.90500 -1.34127  0.8389
C11 -0.79938 -2.56584 -2.70591  -1.2030
C12 2.49666 -3.24144 -2.54262  -1.2217
H1 -2.10142 -1.27624 4.22576  0.4710
H2 -1.23136 0.18625 3.70340  0.4214
H3 -0.33801 -1.17079 4.45437  0.4107
H4 -3.51980 -1.88273 1.40396  0.4671
H5 -2.65705 -1.85377 -0.14849  0.2475
H6 -2.89078 -0.33715 0.77892  0.5306
H7 -1.24631 -4.08350 3.13067  0.7505
H8 0.21443 -4.22788 2.14915  0.4417
H9 -3.41866 -4.56092 2.31415  0.5210
H10 -4.87309 -5.61681 0.63736  0.4685
H11 -3.93793 -6.28861 -1.55834  0.4655
H12 -1.55773 -5.92958 -2.04034  0.4791
H13 0.61389 -5.52472 -1.29082  0.8302
H14 0.99827 -5.00047 0.34305  0.5073
H15 -0.64854 -3.22806 -3.55766  0.4656
H16 -0.79594 -1.53148 -3.04178  0.4749
H17 -1.74516 -2.80636 -2.22414  0.3109
H18 2.26390 -4.06752 -3.21382  0.4660
H19 3.35452 -3.50334 -1.92743  0.3725
H20 2.72155 -2.35378 -3.13031  0.4286
F1 2.97707 4.18923 -3.70337  -0.2080
C13 2.24655 3.47972 -2.89368  0.7199
C14 2.64284 2.17149 -2.58428  -0.2452
F2 3.73473 1.64277 -3.08877  -0.2321
C15 1.83054 1.47523 -1.73137  0.1968
F3 2.19240 0.14436 -1.37053  -0.2163
C16 0.66842 1.95506 -1.15412  0.4768
S1 -0.29523 0.92025 -0.10597  -0.3796
C17 0.30495 3.26196 -1.46905  0.1293
F4 -0.78407 3.78036 -0.95144  -0.2614
C18 1.08799 4.01848 -2.33940  0.1366
F5 0.73467 5.23927 -2.63421  -0.1955
C19 7.38691 2.75390 4.94170  -1.3359
C20 6.07697 2.69993 4.16083  -0.3937
C21 5.35975 1.38048 4.42946  -0.5968
N1 4.04792 1.35842 3.72306  -0.0522
C22 3.48399 0.43185 3.01691  0.5914
S2 1.94891 0.86924 2.26423  -0.2957
N2 4.05141 -0.81412 2.97974  0.1242
C23 3.76668 -1.87022 2.15650  0.4876
O1 2.90603 -1.68044 1.20930  -0.7749
C24 4.41127 -3.11490 2.34083  0.7799
C25 5.22571 -3.38686 3.46920  -0.3460
C26 5.85523 -4.60169 3.58760  -1.0070
C27 5.69027 -5.56837 2.59199  -0.3824
C28 4.88464 -5.32393 1.47635  -0.9129
C29 4.24818 -4.11427 1.35023  0.0955
H21 7.89097 3.69851 4.75023  0.3720
H22 8.06446 1.95254 4.64445  0.3782
H23 7.21326 2.68280 6.01549  0.3639
H24 6.26214 2.80070 3.08903  0.3313
H25 5.42754 3.52575 4.46608  0.3805
H26 5.14614 1.26011 5.49376  0.2984
H27 5.97240 0.54262 4.09315  0.2996
H28 3.53565 2.23575 3.79282  0.3541
H29 4.88099 -0.92820 3.55138  -0.0251
H30 5.35522 -2.68048 4.28092  0.4435
H31 6.47271 -4.81291 4.44978  0.4679
H32 6.19470 -6.52211 2.68827  0.4587
H33 4.77858 -6.08401 0.71467  0.4914
H34 3.64311 -3.90642 0.47832  0.2293